DFT (ωB97M-V/def2-TZVPD) results for one molecule with the formula C4H7NO in a non-equilibrium geometry.

Geometry as XYZ:
```
13
Properties=species:S:1:pos:R:3
O 0.66020 0.44060 -0.55430
N 2.68283 0.63520 0.30500
C -1.52857 0.94358 -0.18303
C -1.23002 -0.67281 0.54845
C 1.73328 -0.13964 0.00065
C -0.61901 -0.12769 -0.67055
H -0.81283 -0.65542 -1.59836
H -1.90282 -1.54283 0.37522
H -2.55467 1.20959 -0.42840
H 1.70954 -1.23473 0.09013
H 3.49729 0.11664 0.61310
H -0.97382 1.88852 0.03307
H -0.66140 -0.86101 1.46901
```

structure (SMILES)	[H]/N=C/OC1CC1
LUMO level	0.9799	eV
energy	-286.49864	hartree
ΔE to the lowest compared entry with this formula, charge and spin	83.46	kcal/mol
max |F|	1.881	eV/A